The following is a quantum chemistry calculation of C31H25Br2N2O6PbS as an isolated structure, from OMol25.

CARTESIAN COORDINATES (ANGSTROEM)
1 Pb 0.48196 -0.77157 -0.07260
2 C 3.62417 2.28136 2.05236
3 C 3.12512 1.36617 0.96184
4 O 1.93344 1.09178 0.94671
5 C 4.10657 0.81461 -0.00223
6 C 5.44731 1.11884 0.14426
7 C 6.43176 0.60065 -0.69940
8 C 6.09261 -0.31010 -1.70837
9 C 4.78664 -0.65629 -1.89237
10 C 3.72798 -0.08435 -1.09244
11 O 2.55022 -0.37711 -1.39263
12 H 2.76853 2.64011 2.61710
13 H 4.16927 3.13220 1.64537
14 H 4.28189 1.72627 2.72437
15 H 5.76010 1.77710 0.94137
16 H 7.46427 0.89053 -0.56241
17 H 6.86289 -0.74442 -2.33107
18 H 4.47781 -1.35578 -2.65828
19 Br 1.58770 -3.82832 0.68859
20 C 1.76057 -3.47476 2.58401
21 Br 2.80752 -1.89241 2.91714
22 H 2.25736 -4.31020 3.05854
23 H 0.76898 -3.29926 2.97478
24 O -3.44970 -0.87672 1.86941
25 S -2.08030 -0.58255 2.14800
26 O -1.11927 -1.65938 2.21016
27 N -1.43748 0.37478 0.96083
28 C -2.00524 1.41509 0.38759
29 C -3.19558 2.04317 0.83011
30 C -3.65771 3.19336 0.22023
31 C -2.98922 3.74727 -0.85702
32 C -1.83987 3.11580 -1.40096
33 C -1.15615 3.61199 -2.52785
34 C -0.05928 2.94090 -2.99876
35 C 0.34065 1.76490 -2.35577
36 N -0.26781 1.29584 -1.28329
37 C -1.33593 1.94852 -0.79319
38 C -1.96472 0.33166 3.65918
39 C -3.08875 0.96095 4.17232
40 C -2.98868 1.62322 5.38536
41 C -1.78995 1.61133 6.08649
42 C -0.67586 0.96535 5.56594
43 C -0.75328 0.33345 4.33600
44 H -3.73165 1.60144 1.65681
45 H -4.55018 3.67077 0.60084
46 H -3.33875 4.67157 -1.29862
47 H -1.50936 4.51282 -3.01358
48 H 0.48918 3.29748 -3.85868
49 H 1.17333 1.17969 -2.72567
50 H -4.03658 0.89668 3.65346
51 H -3.85009 2.13664 5.78999
52 H -1.72713 2.09921 7.04994
53 H 0.25089 0.95263 6.12344
54 H 0.10581 -0.16789 3.90831
55 O 0.04488 -3.63477 -1.75664
56 C -0.76098 -2.81242 -2.18856
57 O -0.90429 -1.58915 -1.84423
58 C -1.71266 -3.27390 -3.31547
59 C -2.53428 -2.35271 -3.95176
60 C -3.36275 -2.77347 -4.98432
61 C -3.36760 -4.10406 -5.37437
62 C -2.55152 -5.01848 -4.72561
63 C -1.71675 -4.60796 -3.69395
64 H -2.52328 -1.32051 -3.63334
65 H -4.00492 -2.05636 -5.48161
66 H -4.00783 -4.42799 -6.18509
67 H -2.55839 -6.05936 -5.02465
68 H -1.07562 -5.31385 -3.18605

Forces on the atoms, in the same order (eV/Å):
-0.3665 -1.6571 -0.5043
-0.0340 -0.0382 -0.0340
-0.3613 0.2292 0.4989
0.4642 0.3329 -0.2489
0.3740 -0.0996 -0.1111
-0.4727 0.1107 0.1787
0.1026 -0.2233 -0.2249
0.0932 -0.0322 -0.0126
0.0577 -0.0684 -0.1331
-0.1890 -0.0800 -0.0105
0.4369 0.3514 -0.1519
-0.0170 -0.0294 -0.0223
0.0642 -0.0034 0.0340
0.0629 0.0695 -0.0031
0.0056 0.0237 -0.0085
-0.0037 0.0000 0.0517
0.0132 0.0390 -0.0043
-0.0119 0.0091 0.0117
-0.0531 -0.1615 0.4324
0.0230 -0.2282 -0.4328
0.0917 0.2314 0.1104
0.0115 0.0247 0.0176
-0.0673 0.0155 0.0358
-0.0968 0.2743 -0.0551
-0.0461 -0.6107 0.6843
-0.0877 0.3169 -0.0559
-0.2350 0.5244 -0.3503
0.0434 -0.4005 0.2568
-0.2044 0.1267 -0.0166
-0.0676 0.0206 0.1128
-0.0496 0.0121 0.0244
0.2670 -0.2012 0.0751
-0.0279 -0.0011 0.0553
-0.0248 0.0224 -0.0841
-0.0506 -0.0149 0.0145
-0.0827 0.1480 0.1832
0.0028 0.3467 -0.3492
0.0389 -0.1181 -0.2847
-0.0877 0.0024 0.0068
-0.0019 0.0144 0.0312
-0.0128 0.0043 -0.0439
0.0114 0.0661 0.0044
0.1234 0.0094 -0.0184
-0.0090 0.0718 -0.0678
-0.0035 0.0041 -0.0189
-0.0323 -0.0342 -0.0516
0.0041 0.0122 0.0085
-0.0157 -0.0380 -0.0237
0.0249 0.0230 0.0079
0.0202 -0.0101 0.0243
-0.0213 -0.0593 0.0339
0.0057 0.0223 -0.0095
0.0110 -0.0057 -0.0212
-0.0045 -0.0489 0.0446
0.1912 0.5788 0.3252
-0.6513 -1.1849 -1.2754
0.4829 0.9588 0.8411
0.5924 0.5081 0.7969
-0.1476 -0.2648 -0.1734
0.0117 0.2029 0.0532
-0.0365 -0.0008 -0.0339
0.1231 -0.1322 0.0750
-0.2299 -0.0061 -0.2431
0.0237 0.0194 0.0233
0.0031 -0.0421 -0.0246
-0.0087 -0.0077 0.0184
-0.0200 0.0188 -0.0135
0.0508 0.0565 0.0449

Its charge is +1. Its highest occupied orbital energy (alpha / beta) is -10.38 / -10.38 eV. The calculation puts the energy relative to the best compared isomer or geometry (same formula, charge and spin) at 9.7 kcal/mol.

---

The following is a quantum chemistry calculation of C31H25BrI2N3O4SSeTi as an isolated structure, from OMol25.

CARTESIAN COORDINATES (ANGSTROEM)
1 Ti -0.62564 -0.63690 -0.17270
2 Br -1.89983 1.41891 1.23146
3 C -2.53029 2.20757 -0.40055
4 C -3.16940 3.40574 -0.29149
5 C -3.65802 4.03259 -1.45180
6 C -3.49427 3.43124 -2.66482
7 C -2.83656 2.18405 -2.78036
8 C -2.68801 1.56305 -4.03975
9 C -2.06700 0.35426 -4.13980
10 C -1.53931 -0.27070 -2.99157
11 C -1.62319 0.28362 -1.73140
12 C -2.31427 1.52988 -1.62338
13 H -3.29835 3.86913 0.67726
14 H -4.16092 4.98706 -1.36641
15 H -3.87047 3.89998 -3.56700
16 H -3.08057 2.06196 -4.91832
17 H -1.96427 -0.13030 -5.10415
18 H -1.02706 -1.21484 -3.14271
19 I -5.27133 -2.31749 0.39306
20 C -3.62084 -3.21916 -0.52542
21 C -3.72153 -4.42886 -1.21937
22 C -2.61498 -4.97671 -1.82057
23 I -2.83913 -6.80574 -2.83663
24 C -1.35859 -4.33248 -1.79131
25 C -0.15859 -4.78156 -2.38027
26 C 0.97074 -4.00420 -2.27336
27 C 0.93786 -2.78307 -1.60716
28 N -0.17110 -2.32060 -1.03476
29 C -1.29718 -3.10133 -1.10245
30 C -2.41587 -2.55006 -0.42868
31 O -2.23130 -1.42461 0.22959
32 H -4.67636 -4.93173 -1.27697
33 H -0.13057 -5.72007 -2.91570
34 H 1.89546 -4.33498 -2.72547
35 H 1.80082 -2.13441 -1.55719
36 C 2.24488 -0.02193 3.46181
37 N 0.83518 0.02916 3.78916
38 C 0.22632 0.90989 4.65741
39 C -1.08702 0.60213 4.68382
40 N -1.27425 -0.45902 3.82479
41 C -2.52548 -1.14455 3.55776
42 C -0.08975 -0.81327 3.27731
43 Se 0.19757 -2.21237 2.12112
44 H 2.73505 0.86835 3.84851
45 H 2.35934 -0.06203 2.38319
46 H 2.69585 -0.91561 3.89364
47 H 0.77641 1.66762 5.18591
48 H -1.89899 1.05393 5.22492
49 H -3.34654 -0.54685 3.94572
50 H -2.51712 -2.12641 4.03114
51 H -2.65249 -1.27863 2.48481
52 C 6.84867 2.75955 1.00435
53 C 5.46693 2.38130 0.54619
54 C 4.49334 3.34949 0.32228
55 C 3.21522 2.99336 -0.08219
56 C 2.91605 1.65695 -0.27518
57 C 3.87105 0.67257 -0.06245
58 C 5.14072 1.03922 0.34579
59 S 1.25490 1.18681 -0.66945
60 O 0.47421 2.38765 -0.74238
61 O 1.23449 0.30666 -1.82115
62 O 0.85348 0.33079 0.51592
63 H 6.91387 3.82300 1.22757
64 H 7.58549 2.52153 0.23528
65 H 7.12110 2.20379 1.90269
66 H 4.74031 4.39304 0.47497
67 H 2.43798 3.72780 -0.24767
68 H 3.61265 -0.36900 -0.21395
69 H 5.89053 0.27582 0.51853

Forces on the atoms, in the same order (eV/Å):
-0.1186 1.2188 1.2217
-0.2847 0.2734 -0.1266
-0.0862 0.1389 0.1240
0.0581 -0.0894 0.1551
-0.0253 0.0358 -0.1126
-0.0355 0.0583 -0.0018
0.0459 -0.0509 0.2643
0.0061 -0.0762 -0.1232
-0.0545 -0.0201 -0.0937
-0.1597 0.1900 0.0946
-0.3552 0.4804 -0.9566
-0.1905 -0.0196 -0.3174
0.0036 0.0008 -0.0112
-0.0030 -0.0070 -0.0183
-0.0010 0.0033 0.0140
-0.0081 0.0051 0.0119
-0.0048 0.0364 -0.0078
0.0652 0.0089 0.0005
0.1453 -0.2326 -0.1314
-0.0104 0.5426 0.3520
0.2138 -0.1771 -0.1466
-0.2944 -0.4150 -0.1943
0.0139 0.1864 0.1199
0.0176 0.3284 0.2099
0.2629 0.2724 0.0324
-0.0936 -0.5844 -0.2269
-0.3907 0.5160 0.2857
0.8675 -2.6180 -1.6677
-0.0257 -0.2548 -0.0911
-0.4730 -0.0168 0.0891
-2.2160 -1.5496 0.4545
-0.0018 -0.0056 0.0043
-0.0304 -0.0105 -0.0016
0.0221 0.0477 0.0258
0.0356 0.0016 -0.0254
0.1798 -0.0884 -0.0369
-0.2879 -0.0295 -0.0935
0.0081 0.0431 0.1135
-0.0171 0.0913 0.0383
0.2274 0.0477 -0.0206
-0.1567 -0.1658 -0.0527
-0.0272 0.1017 0.2497
0.2091 -0.4203 0.1175
-0.0595 0.0126 0.0369
-0.0123 0.0250 -0.0495
-0.0024 0.0344 0.0205
0.0017 0.0090 -0.0521
-0.0038 -0.0221 -0.0256
0.0404 0.0344 0.0399
-0.0157 0.0240 0.0217
0.0214 0.0377 0.0317
-0.0374 -0.0417 -0.0235
-0.0196 0.0457 0.0408
0.1096 -0.0607 0.0131
-0.1122 -0.0033 -0.0726
-0.1872 -0.1286 0.0812
0.0660 -0.0360 -0.0621
-0.0579 -0.0302 -0.0268
0.8842 1.2192 -0.1338
0.3038 0.1035 -0.0511
0.2715 -0.2212 0.0562
1.6569 1.1101 0.5868
0.0221 0.0043 -0.0169
0.0233 0.0304 0.0156
0.0233 0.0097 -0.0030
-0.0282 0.0066 -0.0040
0.0534 0.0310 0.0287
0.0292 0.0046 0.0308
-0.0005 0.0045 -0.0035

Its highest occupied orbital energy (alpha / beta) is -6.91 / -7.42 eV. The calculation puts the energy relative to the best compared isomer or geometry (same formula, charge and spin) at 39.0 kcal/mol. The spin multiplicity is 2. Its expectation value of S² is 0.76.

---

The following is a quantum chemistry calculation of C31H25F5N5O2Pd as an isolated structure, from OMol25.

CARTESIAN COORDINATES (ANGSTROEM)
1 Pd -0.08809 -0.16795 0.82887
2 C -4.66075 0.32035 1.22486
3 C -4.24727 -0.78913 0.29691
4 C -5.05690 -1.91005 0.11743
5 C -4.72496 -2.90709 -0.78972
6 C -3.58177 -2.76189 -1.56303
7 C -2.75066 -1.65532 -1.41056
8 C -1.55796 -1.46650 -2.31235
9 C -3.05217 -0.68532 -0.43408
10 N -2.10447 0.31828 -0.17579
11 C -2.28474 1.58804 -0.51693
12 O -3.27491 2.13309 -1.02830
13 C -1.04294 2.43388 -0.28854
14 C -1.04029 3.81122 -0.37979
15 C 0.16576 4.47959 -0.19753
16 C 1.33250 3.76285 0.04123
17 C 1.24804 2.38526 0.11690
18 N 0.08428 1.77357 -0.05148
19 C 2.46829 1.50620 0.32067
20 O 3.56893 2.07106 0.30624
21 N 2.19579 0.20002 0.45403
22 C 3.22714 -0.74284 0.31137
23 C 3.49475 -1.68494 1.32393
24 C 2.81283 -1.59466 2.66192
25 C 4.41392 -2.70454 1.09458
26 C 5.08289 -2.82016 -0.11396
27 C 4.81669 -1.89818 -1.11163
28 C 3.89765 -0.86738 -0.92683
29 C 3.59296 0.05982 -2.07325
30 H -5.48626 0.00474 1.86690
31 H -4.97448 1.19183 0.64330
32 H -3.82784 0.64015 1.84642
33 H -5.97366 -1.99173 0.69603
34 H -5.36327 -3.77621 -0.90823
35 H -3.32936 -3.51403 -2.30625
36 H -1.30774 -2.39309 -2.83462
37 H -0.69037 -1.12002 -1.76088
38 H -1.76929 -0.69673 -3.05984
39 H -1.97160 4.31820 -0.59274
40 H 0.19927 5.56215 -0.25517
41 H 2.29931 4.22915 0.17717
42 H 3.18343 -0.74092 3.23305
43 H 2.97798 -2.50130 3.24685
44 H 1.74874 -1.44505 2.55532
45 H 4.59916 -3.42349 1.88660
46 H 5.78800 -3.62601 -0.28246
47 H 5.31555 -1.98504 -2.07358
48 H 4.00702 -0.33470 -3.00341
49 H 4.00443 1.05298 -1.88850
50 H 2.51174 0.18569 -2.19588
51 F -1.78328 0.99047 2.83127
52 C -0.42289 0.79386 2.70610
53 F 0.13887 2.03571 2.82312
54 C -0.03635 0.05836 4.00557
55 F -0.29147 -1.26297 3.89575
56 F -0.72372 0.49857 5.07540
57 F 1.26449 0.21485 4.26981
58 N 2.79780 -5.51042 -1.82082
59 C 1.96212 -4.99015 -1.22661
60 C 0.87690 -4.38657 -0.48463
61 C -0.15048 -5.17372 0.02101
62 C -1.18248 -4.56496 0.70401
63 C -1.15346 -3.19060 0.86488
64 N -0.16020 -2.43454 0.39496
65 C 0.83820 -3.01374 -0.27222
66 H -0.13363 -6.24521 -0.13102
67 H -2.00810 -5.13960 1.10157
68 H -1.95772 -2.66497 1.36608
69 H 1.63001 -2.37311 -0.64111

Forces on the atoms, in the same order (eV/Å):
0.2248 0.4704 -0.7427
-0.0348 -0.0860 -0.0241
-0.0724 0.0187 0.0158
-0.0015 0.0553 0.0323
0.0443 0.0409 0.0131
0.0208 0.0378 -0.0201
0.0374 0.0212 0.0279
-0.2100 -0.0373 -0.0627
-0.1351 0.0909 -0.1679
0.1903 -0.3689 0.0945
-0.2423 0.0795 -0.1015
0.1151 -0.1659 0.1146
-0.0159 -0.1337 -0.0693
0.0597 0.1974 -0.0428
0.0205 -0.0330 -0.0339
-0.0371 0.1774 -0.0193
-0.0184 -0.0986 -0.0689
-0.0164 0.0274 0.4233
0.2045 -0.0806 0.0804
-0.0302 -0.2085 -0.0665
-0.2166 0.1116 0.2170
0.1257 -0.0860 -0.1477
0.0063 0.0589 0.0890
0.3500 0.0239 -0.1449
-0.0140 -0.0153 -0.0332
-0.0245 0.0023 0.0544
-0.0282 0.0828 -0.0828
-0.0298 -0.0559 -0.0117
-0.0591 -0.0339 0.0960
0.0342 0.0021 -0.0308
0.0440 -0.0577 0.0170
0.0464 0.0064 0.0429
0.0756 0.0152 -0.0265
0.0287 0.0457 -0.0011
-0.0036 0.0532 0.0425
-0.0156 0.0291 0.0162
0.1371 0.0469 0.0610
-0.0054 -0.0215 0.0056
0.0338 -0.0037 0.0063
-0.0107 -0.0466 0.0209
-0.0586 -0.0098 -0.0234
0.0046 -0.0499 -0.0674
0.0340 0.0128 -0.0185
-0.2761 -0.0188 -0.1041
0.0042 0.0229 -0.0140
-0.0431 0.0291 0.0116
-0.0470 0.0096 0.0723
-0.0161 0.0315 0.0490
0.0156 0.0237 0.0048
0.0506 -0.0170 0.0151
-0.0678 0.1079 -0.0248
-0.1970 -0.4639 0.2249
0.0421 0.1715 -0.0551
-0.0701 0.1518 -0.3381
-0.0088 0.0329 0.1036
0.1070 -0.0399 0.0669
-0.1251 -0.0288 0.2016
-0.1039 0.0638 0.0690
-0.1446 0.0682 0.1062
0.2661 -0.0403 -0.1910
-0.0450 -0.1735 -0.0041
-0.0706 -0.0919 0.0394
-0.0351 0.0994 -0.0521
0.1942 -0.1042 0.2809
-0.0345 -0.0129 0.0515
-0.0025 0.0138 0.0002
0.0221 0.0393 -0.0224
0.0267 -0.0079 0.0310
0.0009 0.0187 0.0144

Its charge is -1. Its highest occupied orbital energy (alpha / beta) is -4.88 / -5.19 eV. The calculation puts the energy relative to the best compared isomer or geometry (same formula, charge and spin) at 9.3 kcal/mol. The spin multiplicity is 3. Its expectation value of S² is 2.01.